[1]
Formula: C5H8I2N3
Source: OMol25
Level of theory: ωB97M-V with the def2-TZVPD basis set

Geometry as XYZ:
```
18
Properties=species:S:1:pos:R:3:mulliken_charge:R:1
C -2.212 -0.242 0.954 -0.84
C -1.644 -1.123 -0.307 -0.70
I -3.360 -1.334 -1.712 0.17
C -0.435 -0.418 -1.161 -0.42
I -1.306 1.222 -2.318 0.23
N 0.792 -0.051 -0.351 0.70
C 1.600 1.231 -0.508 -0.16
N 2.789 1.320 0.437 -0.10
C 2.651 -0.025 1.124 -0.06
N 1.422 -0.811 0.624 -0.58
H -2.927 -0.969 1.574 0.33
H -1.394 0.120 1.714 0.27
H -2.873 0.648 0.550 0.31
H -1.391 -2.203 0.080 0.51
H -0.071 -1.232 -1.954 0.44
H 1.426 2.141 -1.224 0.25
H 3.492 2.088 0.539 0.29
H 3.442 -0.361 1.939 0.35
```

HOMO level = -11.94 eV
HOMO-LUMO gap = 7.21 eV
total charge = +1
LUMO energy = -4.738 eV

[2]
Formula: C5H8I2NO
Source: OMol25
Level of theory: ωB97M-V with the def2-TZVPD basis set

Geometry as XYZ:
```
17
Properties=species:S:1:pos:R:3:mulliken_charge:R:1
C -0.330 -1.008 -2.514 0.28
C -0.201 -1.117 -1.335 -0.87
C -0.084 -1.092 0.114 -0.06
C 1.132 -0.431 0.630 -1.07
N 1.128 0.874 0.039 -0.09
I 2.850 -1.719 0.146 0.24
C -1.447 -0.359 0.630 -0.77
O -1.597 0.918 0.102 -0.63
I -3.347 -1.432 0.158 0.14
H -0.632 -0.993 -3.465 0.57
H -0.178 -2.172 0.462 0.41
H 1.195 -0.371 1.723 0.62
H 1.776 1.324 0.661 0.40
H 0.163 1.290 0.090 0.33
H 1.644 0.976 -0.911 0.41
H -1.310 -0.265 1.641 0.69
H -1.764 0.886 -0.898 0.41
```

SMILES = C#C[C@@H]([C@H]([NH3+])I)[C@@H](O)I
HOMO level = -12.97 eV
HOMO-LUMO gap = 8.68 eV
total charge = +1
LUMO energy = -4.299 eV

[3]
Formula: C5H8IN
Source: OMol25
Level of theory: ωB97M-V with the def2-TZVPD basis set

Geometry as XYZ:
```
15
Properties=species:S:1:pos:R:3:mulliken_charge:R:1
C -1.849 -0.221 -0.573 -1.24
C -1.080 -1.216 -0.199 0.67
C -0.580 -2.123 0.821 -0.25
N -0.166 -2.167 -0.586 -0.48
H -2.557 0.223 0.105 0.34
H -1.830 0.148 -1.585 0.33
H 0.108 -1.735 1.565 0.21
H -1.165 -2.972 1.146 0.20
H 0.778 -1.915 -0.844 0.23
C 0.290 2.364 0.089 -0.31
C 1.158 3.181 -0.015 -0.40
H -0.475 1.642 0.156 0.38
H 1.917 3.902 -0.098 0.39
I 3.181 -0.199 0.021 -0.08
H 2.271 1.089 -0.002 0.03
```

SMILES = C=C1CN1.C#C.I
HOMO level = -9.04 eV
HOMO-LUMO gap = 9.69 eV
total charge = 0
LUMO energy = 0.648 eV

[4]
Formula: C5H8IN2
Source: OMol25
Level of theory: ωB97M-V with the def2-TZVPD basis set

Geometry as XYZ:
```
16
Properties=species:S:1:pos:R:3:mulliken_charge:R:1
C -1.538 -2.551 0.639 -0.69
C -1.310 -1.438 0.090 0.48
C -1.081 -0.413 -0.742 -0.96
C -0.664 0.935 -0.158 -0.23
C 0.714 1.054 0.081 0.62
N 1.368 2.087 0.512 -0.40
N 1.503 0.017 -0.312 -0.65
I 3.573 -0.211 -0.302 0.28
H -2.530 -2.956 0.991 0.26
H -0.886 -3.363 0.512 0.26
H -1.195 -0.472 -1.834 0.37
H -1.309 1.321 0.688 0.46
H -0.937 1.717 -1.005 0.34
H 0.846 2.951 0.581 0.24
H 2.271 2.109 1.060 0.23
H 1.175 -0.786 -0.801 0.39
```

SMILES = C=C=CCC(=[NH2+])NI
HOMO level = -13.40 eV
HOMO-LUMO gap = 8.74 eV
total charge = +1
LUMO energy = -4.661 eV

[5]
Formula: C5H8LiO3Sn
Source: OMol25
Level of theory: ωB97M-V with the def2-TZVPD basis set

Geometry as XYZ:
```
18
Properties=species:S:1:pos:R:3:mulliken_charge:R:1
C 0.063 -0.015 -0.195 -0.28
C 0.067 -0.657 0.937 -0.39
H -0.434 -0.331 -1.113 0.39
H 1.312 -0.614 0.439 0.40
H -1.374 -0.392 0.995 0.63
Li -0.330 3.384 0.666 0.93
O -3.501 1.993 0.057 -0.32
Sn -4.607 -0.352 0.375 0.64
O -2.599 0.128 0.585 -0.65
C -2.397 1.302 0.093 1.10
O -1.244 1.806 0.031 -0.68
C -3.481 3.422 0.320 -0.17
C -4.908 3.899 0.268 -1.25
H -3.033 3.587 1.310 0.31
H -2.846 3.889 -0.445 0.30
H -5.493 3.454 1.082 0.34
H -4.906 4.991 0.373 0.38
H -5.390 3.594 -0.669 0.34
```

⟨S²⟩ = 0.753
multiplicity = 2
HOMO level (spin up / spin down) = -13.93 / -18.52 eV
HOMO-LUMO gap (spin up / spin down) = 5.65 / 10.24 eV
total charge = +2
LUMO energy (spin up / spin down) = -8.278 / -8.274 eV

[6]
Formula: C5H8LiO3Tl
Source: OMol25
Level of theory: ωB97M-V with the def2-TZVPD basis set

Geometry as XYZ:
```
18
Properties=species:S:1:pos:R:3:mulliken_charge:R:1
C -0.113 -0.150 -0.973 -0.60
C -1.149 0.493 -1.257 -0.05
H -0.055 -0.219 1.023 0.26
H 0.892 -0.443 -1.252 0.40
H -2.232 0.437 -1.277 0.32
Li -1.166 -3.971 -0.129 0.95
O -0.388 -2.482 3.116 -0.31
Tl 0.183 -0.084 4.310 0.81
O -0.061 -0.676 2.045 -0.39
C -0.295 -1.948 1.925 0.92
O -0.591 -2.470 0.844 -0.52
C -0.765 -3.875 3.273 -0.20
C -0.693 -4.205 4.740 -1.24
H -1.784 -3.984 2.879 0.29
H -0.061 -4.477 2.684 0.32
H -1.414 -3.606 5.311 0.33
H -0.936 -5.268 4.868 0.38
H 0.315 -4.023 5.136 0.33
```

HOMO level = -17.40 eV
HOMO-LUMO gap = 10.27 eV
total charge = +2
LUMO energy = -7.124 eV

[7]
Formula: C5H8LiO4Tl
Source: OMol25
Level of theory: ωB97M-V with the def2-TZVPD basis set

Geometry as XYZ:
```
19
Properties=species:S:1:pos:R:3:mulliken_charge:R:1
C -2.811 -0.983 -1.380 -1.05
C -1.489 -1.137 -0.682 0.43
O -0.674 -2.019 -1.115 -0.59
Tl 1.720 -2.084 -0.711 0.61
H -3.299 -0.043 -1.071 0.34
H -2.692 -1.020 -2.475 0.30
H -3.479 -1.808 -1.064 0.29
H -1.590 -1.122 0.433 0.29
H -0.309 0.227 -0.298 -0.56
O -0.059 1.446 1.597 -0.90
C 2.435 -0.584 1.175 0.10
C 0.277 1.379 0.325 0.50
O 2.516 -0.985 2.336 -0.64
O 2.466 0.836 1.166 -0.46
C 1.786 1.465 0.094 -0.44
Li 1.260 0.768 2.778 0.88
H -0.223 2.139 -0.314 0.38
H 2.111 2.517 0.084 0.32
H 2.055 1.008 -0.878 0.19
```

HOMO level = -7.82 eV
HOMO-LUMO gap = 7.56 eV
total charge = 0
LUMO energy = -0.260 eV

[8]
Formula: C5H8N
Source: OMol25
Level of theory: ωB97M-V with the def2-TZVPD basis set

Geometry as XYZ:
```
14
Properties=species:S:1:pos:R:3:mulliken_charge:R:1
C -2.081 -1.534 2.238 -0.71
C -0.851 -1.858 1.885 0.22
N -0.216 -1.022 1.098 -0.07
C 0.025 -0.131 0.338 0.42
C 0.605 0.594 -0.820 -0.45
C 0.503 2.065 -1.393 -0.88
H -2.657 -2.104 2.834 0.32
H -2.422 -0.514 1.968 0.22
H -0.593 -2.892 2.124 0.34
H 0.120 -0.114 -1.580 0.28
H 1.677 0.267 -0.842 0.35
H 1.477 2.574 -1.187 0.30
H 0.159 2.031 -2.367 0.33
H -0.376 2.585 -0.908 0.34
```

SMILES = C=C[N+]#CCC
HOMO level = -14.85 eV
HOMO-LUMO gap = 10.07 eV
total charge = +1
LUMO energy = -4.775 eV

The calculation returns the following calculated total energy values, one per record and in order: -25973.7330, -25043.7748, -14900.9103, -16386.1561, -17470.3625, -16338.7242, -18400.7523, -6794.7911 eV.
The calculation returns the following largest force on an atom values, one per record and in order: 8.91, 4.31, 0.86, 6.12, 4.64, 4.72, 4.40, 8.51 eV/Å.